1.
C20H21ClN2O6S | ωB97M-V/def2-TZVPD

Properties
- LUMO energy: -0.3 eV
- Relative energy (zero: lowest compared OMol25 entry of this formula, charge and spin): 1.4 kcal per mole
- Frontier orbital gap: 8.9 eV

Structure (ORCA input):
```
! RIJCOSX wB97M-V def2-TZVPD def2/J DEFGRID3
* xyz 0 1
C -4.991 -0.161 0.416
N -4.047 0.783 -0.138
C -3.121 1.405 0.722
C -2.700 0.824 1.915
C -1.754 1.458 2.701
C -1.213 2.669 2.308
C -1.639 3.256 1.127
C -2.592 2.636 0.340
H -2.923 3.080 -0.584
H -1.232 4.207 0.819
H -0.472 3.157 2.922
H -1.434 0.995 3.623
H -3.104 -0.125 2.234
S -3.391 0.280 -1.607
O -4.421 -0.394 -2.334
O -2.714 1.376 -2.223
C -2.179 -0.900 -1.012
C -1.029 -0.388 -0.453
C -0.149 -1.217 0.242
C -0.447 -2.584 0.325
C -1.602 -3.092 -0.267
C -2.482 -2.247 -0.917
H -3.393 -2.613 -1.365
H -1.805 -4.149 -0.194
Cl 0.586 -3.674 1.145
C 1.035 -0.616 0.917
O 1.808 -1.196 1.631
O 1.132 0.694 0.637
C 2.195 1.397 1.268
H 2.036 1.415 2.351
H 2.144 2.415 0.876
C 3.598 0.808 1.059
O 4.385 0.794 1.982
N 3.902 0.341 -0.169
C 3.171 0.533 -1.402
H 2.253 1.093 -1.243
H 2.923 -0.449 -1.824
C 4.065 1.296 -2.394
O 5.285 0.633 -2.610
C 5.999 0.481 -1.402
H 6.919 -0.047 -1.655
C 5.182 -0.312 -0.381
H 5.698 -0.363 0.578
H 4.999 -1.322 -0.761
H 6.247 1.469 -0.986
H 3.575 1.366 -3.366
H 4.252 2.309 -2.005
H -0.818 0.663 -0.555
H -5.513 0.307 1.249
H -4.520 -1.090 0.755
H -5.700 -0.396 -0.374
*
```



2.
C4H8NO3 | ωB97M-V/def2-TZVPD

Properties
- LUMO energy: -8.2 eV
- Relative energy (zero: lowest compared OMol25 entry of this formula, charge and spin): 140.4 kcal per mole
- Frontier orbital gap: 5.6 eV

Structure (ORCA input):
```
! RIJCOSX wB97M-V def2-TZVPD def2/J DEFGRID3
* xyz 1 1
O 0.394 2.863 -0.676
C 0.059 1.717 -0.929
C -0.055 0.754 0.153
C 0.029 -0.686 0.397
C -0.486 -1.515 -0.938
O -0.746 -2.825 -0.332
O -1.389 -0.902 -1.520
N 0.685 1.394 1.324
H -0.193 1.474 -1.964
H 0.461 -1.809 -1.447
H -0.771 -1.020 1.057
H 0.966 -1.095 0.760
H -1.664 -3.034 -0.543
H 1.604 0.946 1.461
H 0.951 2.352 1.000
H 0.153 1.386 2.197
*
```



3.
C23H42CoN8O5P2S2 | ωB97M-V/def2-TZVPD

Properties
- <S²>: 8.794
- LUMO energy (spin up / spin down): -4.9 / -7.0 eV
- Relative energy (zero: lowest compared OMol25 entry of this formula, charge and spin): 3.1 kcal per mole
- Frontier orbital gap (spin up / spin down): 6.0 / 6.4 eV

Structure (ORCA input):
```
! RIJCOSX wB97M-V def2-TZVPD def2/J DEFGRID3
* xyz 2 6
Co 0.466 0.061 -0.941
C -2.996 3.384 0.164
N -1.761 3.709 0.944
C -1.917 4.742 1.954
P -0.488 2.707 0.899
O -0.358 1.948 -0.383
O -0.735 1.643 2.157
P -0.707 0.020 2.228
O -0.291 -0.614 0.919
N -2.279 -0.353 2.631
C -3.095 0.392 3.597
C -2.956 -1.580 2.217
N 0.339 -0.305 3.441
C 0.190 0.239 4.810
C 1.519 -1.159 3.221
N 0.903 3.405 1.356
C 1.169 3.841 2.733
C 1.941 3.689 0.368
H -3.243 4.166 -0.591
H -3.873 3.247 0.835
H -2.881 2.439 -0.408
H -2.755 5.363 1.672
H -1.004 5.377 2.037
H -2.162 4.279 2.945
H -2.696 1.347 3.946
H -3.333 -0.253 4.503
H -4.044 0.579 3.058
H -2.528 -2.030 1.300
H -4.024 -1.329 1.997
H -2.936 -2.329 3.012
H -0.764 0.761 4.958
H 0.988 0.996 5.004
H 0.265 -0.590 5.554
H 1.465 -1.798 2.348
H 1.754 -1.780 4.137
H 2.346 -0.460 3.007
H 0.556 3.276 3.450
H 0.936 4.910 2.902
H 2.245 3.694 2.961
H 1.767 3.192 -0.553
H 2.930 3.403 0.779
H 1.981 4.772 0.233
N 2.594 0.037 -0.150
C 3.106 -1.006 0.102
C 3.673 -2.291 0.266
C 2.865 -3.457 0.562
C 3.423 -4.703 0.767
C 4.818 -4.860 0.719
C 5.631 -3.753 0.428
C 5.075 -2.482 0.239
H 1.788 -3.324 0.521
H 2.749 -5.543 0.944
H 5.306 -5.823 0.900
H 6.690 -3.876 0.399
H 5.744 -1.611 0.072
C -1.180 -3.585 -1.417
S -0.150 -2.657 -2.616
C 0.994 -3.970 -3.104
O 0.790 -1.727 -1.734
H -1.686 -4.430 -1.936
H -1.886 -2.830 -1.060
H -0.544 -3.886 -0.592
H 0.484 -4.873 -3.455
H 1.608 -4.173 -2.219
H 1.641 -3.554 -3.874
S 2.253 1.786 -2.819
C 0.820 1.047 -2.623
C -3.783 -0.391 -3.300
N -2.487 0.057 -3.894
C -2.356 0.119 -5.246
C -1.194 0.631 -5.757
C -0.212 1.223 -4.909
N -0.272 0.981 -3.477
C -1.434 0.237 -3.003
O -1.499 -0.105 -1.805
N 0.752 2.077 -5.298
H -4.523 -0.502 -4.075
H -4.060 0.348 -2.535
H -3.668 -1.343 -2.773
H -3.188 -0.137 -5.870
H -1.082 0.751 -6.836
H 0.926 2.260 -6.288
H 1.541 2.336 -4.655
*
```



4.
C4H9O2P | ωB97M-V/def2-TZVPD

Properties
- LUMO energy: 1.0 eV
- Relative energy (zero: lowest compared OMol25 entry of this formula, charge and spin): 45.9 kcal per mole
- Frontier orbital gap: 10.8 eV

Structure (ORCA input):
```
! RIJCOSX wB97M-V def2-TZVPD def2/J DEFGRID3
* xyz 0 1
C -0.569 -0.307 0.503
C 0.274 0.471 -0.647
C -1.033 0.750 1.519
C 1.747 -0.002 -0.660
O -1.696 -0.790 -0.159
O -0.417 0.247 -1.841
P -1.330 -1.090 -1.746
H -0.079 -1.046 1.158
H 0.446 1.507 -0.299
H -1.720 1.351 1.070
H -0.128 1.100 2.071
H -1.679 0.215 2.253
H 1.858 -1.084 -0.553
H 2.193 0.211 0.252
H 2.422 0.359 -1.447
H -0.291 -1.895 -1.476
*
```